219
Properties=species:S:1:pos:R:3:forces:R:3 method="wB97M-V/def2-TZVPD" spin_multiplicity=1 de_lowest_kcal_mol=174.3 homo_energy_ev=-8.2 smiles=COC[C@H](C)N.COC[C@H](C)N.COC[C@H](C)N.COCCNCCOC.COCCNCCOC.COCCNCCOC.COCCNCCOC.COCCNCCOC.COCCNCCOC.COCCNCCOC total_charge=0 lumo_ha=0.013
C 11.010090 11.176300 5.419360 -0.229 0.835 0.203
O 9.634380 11.461410 5.826900 1.630 0.120 -0.778
C 9.111060 12.757910 5.512450 -0.903 -0.530 0.733
C 7.829840 12.899490 6.394810 0.685 0.147 -0.240
C 6.708990 11.929840 6.154050 1.001 -0.960 -0.636
N 7.278080 14.160600 6.059850 0.868 2.420 0.251
H 11.507980 10.395670 5.994530 -1.072 -0.656 0.063
H 11.726320 11.964700 5.650760 -0.454 0.902 -0.094
H 11.109790 10.976450 4.352490 -0.298 -0.154 -0.039
H 9.799520 13.594140 5.634280 0.384 -0.138 1.058
H 8.814940 12.990190 4.489480 -0.176 -1.162 -0.799
H 8.203650 12.831360 7.416440 -0.205 0.262 0.256
H 7.113860 10.923040 6.256720 -0.702 -0.346 0.141
H 6.409770 12.123660 5.124000 -0.194 -0.448 -0.148
H 5.853110 12.183800 6.779400 0.161 -0.381 0.234
H 6.388390 14.400570 6.473340 0.070 -0.185 -0.321
H 7.333710 14.301060 5.061220 -0.568 0.271 0.111
C 18.397400 12.788140 -0.167580 0.666 -1.930 0.006
O 17.791990 13.741050 -0.975750 -0.543 0.487 -0.198
C 18.003720 13.617400 -2.384050 0.719 0.456 -0.161
C 16.891410 14.347630 -3.209690 0.788 -0.498 1.498
C 17.088290 15.817800 -3.193430 1.233 1.496 -0.907
N 15.583430 14.061070 -2.693420 -0.698 -0.965 -0.126
H 19.360880 12.403600 -0.502150 0.243 0.206 -0.913
H 17.770330 11.897720 -0.122570 -0.216 -0.178 0.184
H 18.696930 13.023590 0.853670 -0.878 1.131 0.064
H 19.019570 13.990590 -2.513950 0.075 0.640 -0.623
H 18.101770 12.630170 -2.835550 -0.532 -0.837 0.885
H 17.013390 13.944560 -4.215060 -0.361 0.091 -0.117
H 17.657540 16.192560 -2.342780 -0.131 -0.194 0.214
H 16.210240 16.452850 -3.311100 -0.231 -0.461 0.019
H 17.713960 15.997120 -4.067770 0.205 0.602 -0.004
H 15.581750 14.239120 -1.699230 0.028 0.288 0.243
H 15.451400 13.061300 -2.749330 -0.370 -0.332 -0.065
C -1.528790 11.363740 -10.143680 0.228 0.235 0.985
O -2.412810 12.352400 -10.616060 -0.136 -0.492 -1.054
C -3.655980 11.782370 -11.054780 -0.343 0.769 -0.754
C -3.634490 10.854500 -12.288870 1.146 0.407 0.737
C -3.141420 11.573950 -13.537280 1.404 0.475 1.090
N -4.924060 10.385040 -12.740630 -0.816 -0.626 0.161
H -1.969840 10.971370 -9.227370 -0.189 -0.931 -0.120
H -0.601300 11.779150 -9.749620 -0.005 0.678 -0.457
H -1.231880 10.622180 -10.885310 -0.333 -0.193 0.059
H -4.133420 11.277920 -10.214730 -0.168 -0.096 0.147
H -4.245150 12.636960 -11.387430 -0.236 0.181 0.482
H -3.019770 10.021660 -11.947420 0.415 -0.312 -0.505
H -3.703080 12.508110 -13.537460 -0.395 -0.242 -0.857
H -3.187560 10.924260 -14.411280 -0.410 0.400 -0.087
H -2.112620 11.922580 -13.447040 0.291 -0.229 0.112
H -4.645060 9.577510 -13.279290 -0.554 -0.162 -0.535
H -5.554480 10.000440 -12.051590 0.099 0.139 0.602
C -9.012190 6.579070 -8.404470 1.429 0.024 -0.395
O -9.659490 7.433780 -7.508150 0.589 1.098 -0.758
C -10.747710 6.877280 -6.827720 0.007 -0.352 -0.182
C -11.657080 7.966610 -6.226380 0.275 -0.024 0.169
N -12.044350 8.909280 -7.257040 -1.614 1.396 -0.196
C -12.975880 10.067330 -6.930350 1.821 0.944 0.300
C -12.477790 11.146340 -5.814530 -1.428 -1.663 -1.229
O -11.148880 11.509470 -5.937420 1.240 1.322 -0.267
C -10.817190 12.785420 -5.269770 -0.549 -2.393 0.991
H -8.052890 6.988670 -8.720870 0.211 0.691 0.618
H -9.419500 6.451790 -9.407460 -1.234 -0.296 0.260
H -8.699890 5.634860 -7.958330 -0.545 -0.383 0.111
H -10.299920 6.181410 -6.118250 -0.447 0.004 0.771
H -11.283970 6.246360 -7.536560 -0.603 0.118 -0.066
H -11.195460 8.522990 -5.410630 0.541 -0.319 0.339
H -12.510260 7.451750 -5.784670 -0.262 0.036 -0.188
H -11.202610 9.372730 -7.568150 0.202 -0.139 -0.216
H -14.014730 9.838620 -6.692420 0.202 -0.746 0.386
H -13.091030 10.656890 -7.839890 0.376 -0.239 -0.327
H -12.736800 10.635290 -4.887250 0.334 0.441 0.708
H -13.096100 12.031740 -5.962410 -0.432 0.008 0.196
H -9.741180 12.951470 -5.322000 -0.278 0.191 -0.734
H -10.984720 12.559190 -4.216740 -0.084 0.291 0.380
H -11.485510 13.615730 -5.497880 0.249 -0.012 -0.672
C 12.459140 17.866330 -16.607730 -0.900 0.537 -1.498
O 11.090660 17.636060 -16.225600 2.333 1.151 1.125
C 10.589450 16.379920 -16.504740 -1.094 -0.455 -0.708
C 9.539880 16.134670 -15.417270 0.320 0.148 -0.282
N 10.214640 15.927870 -14.169240 0.126 -0.739 2.419
C 9.280960 16.106440 -12.983510 1.703 -0.196 -0.370
C 10.145720 16.168040 -11.632970 -1.568 -0.425 -0.433
O 9.280740 16.353970 -10.523050 0.649 1.008 2.061
C 9.983330 16.641580 -9.209550 -1.338 -0.663 -1.508
H 12.731060 18.890020 -16.350400 -0.180 -0.141 0.275
H 12.458070 17.819150 -17.696700 0.221 0.162 -0.371
H 13.270360 17.190760 -16.336360 -0.529 -0.476 0.910
H 11.361540 15.621280 -16.633030 0.149 -0.236 0.793
H 10.146940 16.416840 -17.500190 -0.556 -0.043 -0.220
H 8.838540 15.339590 -15.670400 0.128 -0.145 0.090
H 8.996680 17.064790 -15.250210 -0.636 0.285 -0.944
H 10.751330 16.771340 -14.025690 0.806 -0.005 -0.508
H 8.533090 15.313580 -12.996140 0.080 0.003 0.351
H 8.815220 17.056600 -13.245020 -0.598 0.267 0.968
H 10.855360 16.994270 -11.675930 0.308 -0.058 -0.270
H 10.604170 15.209490 -11.389860 0.681 -0.033 -0.902
H 10.894190 16.074770 -9.016790 0.088 -0.278 -0.621
H 9.261490 16.308850 -8.463660 -0.011 0.275 -0.042
H 10.218520 17.697810 -9.078510 -0.191 0.086 -0.306
C 6.075870 20.632000 -8.798130 0.200 0.149 -0.860
O 6.331640 21.805220 -9.576100 0.908 -0.051 0.221
C 7.717300 22.245320 -9.528480 -0.750 0.431 -1.138
C 7.945740 23.290630 -10.641550 -0.456 -0.433 -1.154
N 7.875700 22.795740 -12.062070 -1.229 1.442 1.442
C 8.883400 21.904110 -12.507320 0.794 0.244 0.461
C 10.226710 22.665940 -12.710220 -2.057 -0.244 -1.614
O 10.901220 22.831720 -11.518540 1.555 -0.194 1.036
C 12.305430 22.857000 -11.706150 0.686 -0.206 -0.600
H 4.996580 20.502940 -8.717120 0.024 0.511 0.538
H 6.631070 20.662840 -7.860630 -0.393 0.034 0.290
H 6.359580 19.719030 -9.321680 0.562 -0.062 -0.260
H 8.404920 21.419680 -9.711830 -0.025 -0.284 0.295
H 7.935670 22.741430 -8.582820 -0.011 -0.236 0.306
H 8.898190 23.808070 -10.526690 0.133 -0.330 0.217
H 7.196370 24.078630 -10.566700 -0.197 -0.104 0.114
H 6.940850 22.475770 -12.271250 0.045 -0.113 0.150
H 8.505340 21.415820 -13.405510 0.399 0.160 -0.258
H 9.032500 21.112560 -11.772930 0.491 -0.446 0.059
H 10.015030 23.653620 -13.119850 -0.404 0.258 -0.044
H 10.718040 22.182320 -13.554500 0.970 -0.530 0.464
H 12.916300 23.304180 -10.921950 -0.821 0.060 0.581
H 12.604760 23.411200 -12.595750 -0.316 0.218 -0.283
H 12.700450 21.852290 -11.856530 -0.101 -0.307 0.030
C -1.877660 16.039910 2.371760 0.069 -0.096 -0.469
O -2.342530 15.039930 3.225640 -1.404 -1.506 -0.187
C -2.596730 13.795270 2.475400 0.941 -0.401 1.535
C -3.491990 12.819240 3.269400 0.159 -1.144 -1.088
N -4.876470 13.157730 3.270510 -1.265 1.188 1.238
C -5.645380 12.379590 4.276190 -0.504 0.967 -0.747
C -6.051280 10.981740 3.942730 -1.114 -1.172 0.699
O -7.173120 10.818360 3.076430 0.203 0.175 -1.450
C -6.986030 10.659220 1.657280 0.465 1.246 0.667
H -2.651940 16.290860 1.646760 -0.025 0.176 -0.267
H -1.007750 15.645020 1.846960 0.307 0.356 -0.268
H -1.617920 16.944380 2.921820 0.019 -0.235 0.194
H -1.616860 13.323080 2.404800 0.209 -0.214 -0.075
H -2.899500 13.924330 1.436270 -0.600 0.532 0.155
H -3.106710 12.564080 4.256600 0.398 0.561 0.388
H -3.617800 11.843240 2.800680 1.514 -0.293 -0.623
H -4.857960 14.116270 3.588240 -0.794 0.426 0.056
H -6.631730 12.818710 4.425790 0.135 0.721 -0.144
H -5.187350 12.377900 5.265280 0.446 -0.104 0.157
H -6.581730 10.631180 4.828080 0.576 0.047 0.671
H -5.234810 10.266400 3.843900 0.139 -0.112 -0.861
H -7.952840 10.461010 1.194590 0.137 -1.069 0.359
H -6.131920 10.002910 1.490360 -0.469 -0.597 -0.364
H -6.745450 11.584610 1.133940 0.466 0.545 0.410
C 6.535980 15.270270 -0.806380 0.396 -0.195 -0.240
O 5.300670 14.959680 -0.208440 0.288 0.392 0.027
C 4.430540 14.078270 -0.878720 -0.799 -0.321 0.042
C 3.722650 14.593440 -2.156600 -0.002 0.591 0.689
N 2.266950 14.708430 -2.076520 -0.803 -0.623 -0.034
C 1.677420 15.139790 -3.379490 1.106 -0.169 1.417
C 0.171530 15.024450 -3.475260 0.266 -0.409 -0.980
O -0.288960 13.667510 -3.425590 -0.145 0.887 1.880
C -1.687410 13.627760 -3.079070 0.886 -0.512 -1.170
H 6.982340 16.142680 -0.329140 -0.561 0.331 -0.112
H 6.448610 15.405890 -1.884380 -0.033 0.302 -0.093
H 7.317900 14.526200 -0.654480 -0.211 -0.718 0.063
H 3.711080 13.854500 -0.091060 -0.291 -0.175 -0.253
H 4.886980 13.140490 -1.195500 0.612 -0.139 0.434
H 3.990280 13.897650 -2.951800 0.293 0.332 -0.535
H 4.103620 15.605670 -2.292030 0.211 -0.010 -0.599
H 1.922170 13.764260 -1.977620 -0.213 -0.304 0.481
H 2.167310 14.552770 -4.156350 -0.104 0.147 -0.549
H 2.003440 16.179720 -3.398940 -0.357 0.184 -0.828
H -0.106290 15.296360 -4.493580 0.009 0.871 -0.089
H -0.315860 15.693770 -2.766330 -0.132 -0.236 0.261
H -1.852750 12.553630 -3.162790 -0.851 0.244 0.082
H -2.218650 14.235540 -3.811520 -0.365 -0.356 -0.394
H -2.031040 14.033300 -2.127460 0.792 -0.116 0.515
C 5.970150 6.077780 2.380550 1.354 0.321 1.288
O 6.428710 4.753240 2.663820 -0.321 -0.079 0.686
C 6.731390 4.536350 4.080210 -1.282 -0.141 0.313
C 5.930260 3.298190 4.574430 0.271 -0.777 -2.705
N 6.238370 2.168400 3.656810 -1.699 0.051 1.057
C 7.598850 1.803810 3.608080 0.251 -1.003 1.324
C 8.124610 1.344660 4.999980 0.284 0.636 -1.374
O 8.785240 2.430080 5.634980 0.293 -0.843 1.228
C 9.510760 1.969050 6.794390 0.363 1.527 -0.180
H 5.726580 6.285780 1.338670 -0.365 -0.773 0.117
H 6.799530 6.749110 2.603150 0.270 0.328 -0.084
H 5.222200 6.381800 3.112830 -0.637 -0.108 -0.415
H 6.359270 5.330650 4.727300 0.252 0.664 -0.340
H 7.806620 4.426460 4.221260 -0.089 0.012 -0.057
H 4.861360 3.441960 4.416730 -0.041 0.508 0.169
H 6.045910 2.958050 5.603520 0.521 0.435 -0.005
H 5.919860 2.326950 2.711560 -0.286 0.438 0.189
H 8.202450 2.630660 3.233790 0.713 -0.369 -0.257
H 7.591400 0.894970 3.006370 0.665 0.248 -0.501
H 8.818960 0.539730 4.759000 0.362 -0.162 0.465
H 7.325400 0.956570 5.631430 -0.189 -0.069 -0.044
H 10.482040 1.566800 6.506460 -0.209 -0.722 -0.140
H 8.960330 1.368440 7.518540 -0.266 -0.526 -0.536
H 9.798470 2.837710 7.386620 -0.216 0.409 -0.198
C 0.701120 6.589310 -3.012150 -0.650 -1.619 0.267
O 0.275980 6.991330 -1.728450 -0.272 0.688 0.144
C -1.158780 6.930740 -1.471230 1.387 -2.451 -0.120
C -1.484080 5.425870 -1.117030 -0.516 -0.403 0.064
N -0.792310 4.908740 0.026800 0.375 -0.149 1.307
C -1.030340 3.480980 0.464740 0.169 2.145 1.441
C -2.353460 3.404500 1.337980 0.238 0.331 -0.761
O -2.282210 2.441070 2.357240 0.943 -2.365 -1.627
C -3.471160 2.233650 3.047280 -0.266 1.333 1.298
H 0.618040 7.317740 -3.818740 0.157 0.382 0.278
H 0.114250 5.716260 -3.297580 -0.417 -0.035 -0.420
H 1.679720 6.115220 -2.936710 0.379 0.763 0.063
H -1.699060 7.123230 -2.398130 -0.216 0.634 0.194
H -1.285160 7.622940 -0.638770 -0.509 -0.118 -0.235
H -1.224860 4.763040 -1.942600 -0.018 0.318 -0.938
H -2.531210 5.185460 -0.933130 -0.431 0.758 -0.240
H 0.180340 5.148110 -0.102610 0.238 -0.470 0.346
H -0.258180 3.295450 1.211370 0.206 -0.021 -0.045
H -0.829590 2.762320 -0.329820 -0.856 -0.262 -0.153
H -3.222510 3.283130 0.691350 -0.253 -0.398 -0.062
H -2.528700 4.321850 1.899990 0.390 0.780 -0.548
H -3.346060 1.500730 3.844330 0.554 0.282 0.092
H -4.425320 1.936090 2.612380 0.308 -0.097 -1.365
H -3.620660 3.245800 3.423180 -0.939 -0.021 1.023